No. 1
The ion C5H10N with charge +1. Source: the Open Molecules 2025 dataset; level of theory: ωB97M-V/def2-TZVPD.

Geometry (Å):
C 1.194 0.188 -0.049
C 1.775 1.523 0.010
C 1.964 -1.008 -0.081
C -2.524 -0.282 -0.363
C -1.265 0.239 0.417
N -0.087 -0.103 -0.051
H 1.128 2.325 0.214
H 2.711 1.810 -0.378
H 2.651 -1.071 -1.031
H 1.340 -1.934 -0.135
H 2.590 -1.177 0.789
H -3.084 -0.937 0.228
H -3.249 0.471 -0.364
H -2.306 -0.659 -1.332
H -1.328 -0.569 1.222
H -1.510 1.184 0.904

The frontier orbital gap (spin up / spin down) comes out at 7.658 / 8.185 eV. The strongest force on any atom comes out at 4.938 eV/Å. The total charge is +1. The value obtained for the energy above the lowest of the compared OMol25 structures with the same formula, charge and spin is 105.8 kcal per mole.


No. 2
A cluster of 7 separate species, C45H77F4N4O16S6 in total. Source: the Open Molecules 2025 dataset; level of theory: ωB97M-V/def2-TZVPD.

Geometry (Å):
C -0.361 -5.162 -1.164
C -0.789 -3.992 -0.671
N -2.157 -3.606 -1.008
C -2.221 -2.268 -1.507
N -2.351 -2.135 -2.799
C -2.420 -3.295 -3.739
O -1.201 -3.956 -3.874
C -1.251 -4.824 -5.033
C -1.166 -6.356 -4.636
C 0.258 -6.912 -5.008
C -2.479 -0.802 -3.415
C -1.206 -0.357 -4.243
O -1.325 0.958 -4.720
C 0.143 -0.609 -3.511
F 0.701 -1.800 -3.764
F 1.023 0.322 -3.966
F 0.094 -0.452 -2.162
N -2.194 -1.239 -0.569
C -3.517 -1.263 0.124
C -4.739 -1.089 -0.834
C -6.109 -0.947 -0.069
O -7.117 -0.646 -1.056
C -7.583 -1.788 -1.654
O -7.617 -1.901 -2.828
C -3.558 -2.612 0.940
C -2.796 -2.349 2.265
C -1.535 -2.855 2.718
C -1.027 -2.413 3.972
N -1.554 -1.592 4.888
C -2.747 -1.181 4.432
C -3.396 -1.462 3.223
C -3.148 -3.847 0.083
F -2.740 -4.935 0.833
H -1.086 -5.963 -1.411
H 0.701 -5.389 -1.350
H -0.109 -3.422 -0.011
H -2.838 -2.908 -4.692
H -3.196 -3.983 -3.316
H -0.447 -4.539 -5.748
H -2.204 -4.717 -5.606
H -1.979 -6.888 -5.177
H -1.410 -6.405 -3.558
H 0.156 -7.497 -5.945
H 0.978 -6.081 -5.140
H 0.596 -7.567 -4.178
H -2.810 0.000 -2.733
H -3.287 -0.896 -4.178
H -1.199 -1.021 -5.144
H -1.730 0.933 -5.599
H -1.940 -0.331 -0.950
H -3.532 -0.430 0.860
H -4.885 -1.942 -1.537
H -4.599 -0.127 -1.379
H -6.091 -0.117 0.664
H -6.382 -1.927 0.383
H -7.935 -2.676 -1.064
H -4.625 -2.763 1.226
H -0.967 -3.571 2.105
H -0.032 -2.812 4.251
H -3.296 -0.515 5.132
H -4.375 -1.000 3.008
H -4.083 -4.199 -0.421
C 2.470 2.768 -5.042
C 3.707 2.329 -5.834
C 3.625 2.988 -7.215
S 2.690 4.503 -6.991
O 1.447 4.389 -7.716
O 3.571 5.634 -7.152
C 2.354 4.274 -5.252
H 2.556 2.518 -3.985
H 1.582 2.267 -5.436
H 4.608 2.668 -5.317
H 3.768 1.244 -5.919
H 4.611 3.229 -7.607
H 3.085 2.363 -7.926
H 1.370 4.669 -5.010
H 3.121 4.809 -4.691
C 2.081 9.157 -6.211
C 0.726 9.219 -6.924
C -0.249 8.341 -6.133
S 0.330 8.354 -4.435
O 0.759 7.019 -4.085
O -0.600 9.098 -3.618
C 1.778 9.356 -4.728
H 2.769 9.916 -6.583
H 2.538 8.177 -6.372
H 0.366 10.251 -6.934
H 0.800 8.888 -7.960
H -1.265 8.731 -6.168
H -0.235 7.309 -6.485
H 2.589 9.034 -4.077
H 1.514 10.392 -4.515
C -0.243 -6.865 4.395
C -0.454 -7.618 3.077
C 0.352 -6.880 2.004
S 1.718 -6.095 2.839
O 1.543 -4.668 2.715
O 2.951 -6.746 2.480
C 1.255 -6.600 4.490
H -0.603 -7.436 5.250
H -0.787 -5.917 4.367
H -0.086 -8.642 3.175
H -1.510 -7.675 2.811
H 0.738 -7.567 1.253
H -0.235 -6.095 1.527
H 1.507 -5.816 5.203
H 1.807 -7.511 4.723
C -1.360 9.772 1.747
C -1.576 9.059 0.407
C -0.765 9.814 -0.652
S 0.613 10.563 0.214
O 0.471 11.997 0.156
O 1.836 9.901 -0.169
C 0.142 10.013 1.849
H -1.728 9.180 2.585
H -1.893 10.726 1.747
H -1.217 8.029 0.481
H -2.632 9.019 0.137
H -0.386 9.148 -1.419
H -1.348 10.612 -1.109
H 0.407 10.770 2.585
H 0.677 9.085 2.054
C 4.798 -0.693 4.780
C 4.584 -0.896 3.276
C 3.195 -1.516 3.089
S 2.210 -0.963 4.482
O 1.874 -2.112 5.291
O 1.209 -0.033 4.017
C 3.514 -0.056 5.299
H 5.665 -0.066 4.985
H 4.958 -1.660 5.265
H 4.627 0.071 2.769
H 5.358 -1.528 2.840
H 2.726 -1.186 2.164
H 3.235 -2.605 3.117
H 3.399 -0.136 6.380
H 3.438 0.987 4.988
C 1.770 -3.399 10.551
C 1.603 -4.229 9.273
C 2.399 -3.528 8.167
S 3.731 -2.652 8.982
O 3.529 -1.234 8.800
O 4.986 -3.290 8.669
C 3.259 -3.085 10.651
H 1.414 -3.935 11.431
H 1.198 -2.472 10.466
H 2.003 -5.233 9.435
H 0.554 -4.336 8.995
H 2.819 -4.240 7.459
H 1.791 -2.795 7.638
H 3.481 -2.260 11.324
H 3.829 -3.969 10.939

The frontier orbital gap comes out at 7.249 eV. The strongest force on any atom comes out at 2.847 eV/Å. The total charge is +1.


No. 3
The molecule C5H9NO4. Source: the Open Molecules 2025 dataset; level of theory: ωB97M-V/def2-TZVPD.

Geometry (Å):
C 0.381 -1.090 -0.635
C 1.892 -1.410 -0.506
C 0.111 0.297 0.013
C -1.335 0.739 -0.229
C -1.674 2.083 0.433
H -1.195 -2.291 -0.626
H -0.610 -2.076 0.919
H 0.039 -0.862 -1.658
H 0.337 0.100 1.077
H 0.764 1.078 -0.403
H -1.542 0.886 -1.301
H -2.070 0.045 0.204
H -1.615 2.884 2.196
H 1.324 -3.165 -0.197
N -0.357 -2.174 -0.061
O 2.740 -0.529 -0.626
O -2.145 3.050 -0.115
O -1.416 2.024 1.777
O 2.172 -2.682 -0.316

The frontier orbital gap comes out at 10.390 eV. The strongest force on any atom comes out at 2.721 eV/Å. The value obtained for the energy above the lowest of the compared OMol25 structures with the same formula, charge and spin is 10.3 kcal per mole. The structure (SMILES) is N[C@@H](CCC(=O)O)C(=O)O.